# 1
C24H29ClN2P2Re | ωB97M-V/def2-TZVPD

Calculated values
Orbital gap (alpha / beta) = 7.241 / 4.177 eV
Multiplicity = 4
Total charge = +2

Structure (XYZ):
```
59
Properties=species:S:1:pos:R:3:forces:R:3:lowdin_charge:R:1
Re 0.361 0.249 1.304 -2.33 -0.22 0.47 0.803
Cl -3.245 1.097 5.396 0.63 -0.61 -0.57 0.730
P -1.640 1.094 0.327 -1.06 0.71 -0.35 0.748
P 0.486 -1.927 0.367 0.50 -2.75 -1.14 0.731
N -0.687 -0.749 2.866 -0.87 -0.89 3.24 -0.145
N 0.631 0.316 -2.209 0.34 0.19 -0.21 0.168
C -1.085 3.515 -2.409 0.43 0.53 -0.21 0.014
C -3.220 0.210 0.758 0.41 -0.26 0.13 -0.209
C 4.403 -1.411 -2.556 -0.43 -0.69 0.31 -0.004
C 4.270 -0.081 -2.898 -0.48 0.65 -0.05 0.032
C 0.828 -2.325 -1.452 -0.03 0.07 0.05 -0.257
C 1.805 -2.975 1.147 -0.01 0.10 -0.07 -0.246
C -2.049 2.814 0.868 0.33 -0.17 -0.01 -0.243
C 2.775 1.917 -3.098 0.12 0.09 -0.02 0.119
C -2.188 -1.406 5.189 -0.15 -0.11 0.28 -0.042
C -1.350 -2.335 4.604 0.38 0.54 -0.64 -0.001
C 0.444 1.625 -2.440 0.16 0.47 -0.15 -0.175
C -0.055 4.362 -2.919 -0.72 -0.22 0.28 -0.003
C 3.284 -2.167 -2.095 0.71 0.24 -0.20 0.018
C -0.598 -1.986 3.475 -1.85 1.72 1.47 -0.121
C -2.241 -0.135 4.652 0.00 0.53 -0.18 -0.596
C 1.857 -0.213 -2.345 0.45 0.10 -0.14 -0.178
C -0.861 2.170 -2.163 0.49 -0.43 0.06 -0.191
C -1.882 1.265 -1.537 0.25 -0.15 0.00 -0.246
C 2.996 0.561 -2.796 -0.16 -0.54 0.16 -0.108
C -0.997 -3.034 0.597 -0.06 0.25 0.03 -0.230
C 1.503 2.491 -2.917 -0.58 -0.02 0.13 -0.106
C 2.023 -1.600 -1.989 -0.36 0.58 0.04 -0.189
C 1.212 3.870 -3.159 0.45 -0.58 0.03 0.032
C -1.477 0.165 3.521 -0.35 -1.15 0.76 -0.197
H -1.836 -2.642 -0.001 0.31 -0.19 0.21 0.042
H 3.605 2.536 -3.458 -0.29 -0.22 0.15 0.151
H -1.796 0.248 -1.953 -0.10 0.39 0.12 0.094
H -1.262 -3.324 5.035 0.10 0.05 -0.14 0.132
H 0.951 -3.420 -1.530 -0.05 0.46 0.09 0.108
H -3.283 0.098 1.854 -0.10 0.05 -0.53 0.035
H 1.657 -2.983 2.239 0.29 -0.09 -0.51 0.028
H 5.380 -1.900 -2.628 -0.42 0.21 0.02 0.131
H -0.788 -4.074 0.287 0.02 0.51 0.10 0.070
H -2.071 3.945 -2.199 0.40 -0.15 -0.13 0.134
H 0.026 -2.761 3.176 1.21 -0.57 -1.22 0.063
H -2.905 1.651 -1.693 0.41 -0.16 0.18 0.111
H -1.526 1.169 3.164 0.20 0.33 -0.36 0.044
H -0.077 -2.013 -1.999 0.34 -0.17 0.20 0.094
H 1.164 0.916 0.153 1.65 1.22 -2.08 -0.137
H -1.217 3.476 0.578 -0.31 -0.20 0.16 0.054
H -0.278 5.418 -3.103 0.10 -0.46 0.07 0.131
H 0.294 1.721 2.041 0.32 0.86 0.56 -0.093
H 3.428 -3.217 -1.817 -0.04 0.42 -0.15 0.134
H -2.765 -1.663 6.069 -0.04 0.07 -0.02 0.132
H 2.785 -2.513 0.942 -0.29 -0.21 0.11 0.050
H -2.124 2.823 1.967 -0.03 0.13 -0.43 0.041
H 5.134 0.502 -3.238 -0.34 -0.27 0.10 0.138
H -2.993 3.176 0.421 0.39 -0.27 0.20 0.067
H 2.009 4.527 -3.525 -0.35 -0.25 0.11 0.138
H -4.106 0.763 0.400 0.53 -0.13 0.10 0.072
H -3.212 -0.796 0.307 -0.05 0.36 0.18 0.041
H -1.296 -3.027 1.660 -0.03 -0.16 -0.81 0.020
H 1.797 -4.011 0.764 -0.01 0.45 0.20 0.066
```
Forces are in eV/Å.

=====

# 2
C24H29N2O3PtS5 | ωB97M-V/def2-TZVPD

Calculated values
Orbital gap (alpha / beta) = 7.230 / 5.164 eV
Multiplicity = 3
Total charge = +1

Structure (XYZ):
```
64
Properties=species:S:1:pos:R:3:forces:R:3:lowdin_charge:R:1
Pt -0.461 0.050 -0.194 0.12 -0.36 -0.38 0.672
S -2.820 0.270 0.698 0.07 0.07 -0.03 0.865
S -1.470 0.599 -2.328 -0.08 0.09 0.02 0.925
S 0.423 -2.588 1.664 0.16 0.02 -0.03 1.050
S -2.021 -2.269 -5.483 0.44 -0.09 0.07 0.411
S -0.174 2.383 0.165 0.04 0.21 0.12 0.832
O -1.733 -1.405 -6.603 0.00 0.11 -0.06 -0.333
O -3.106 -1.806 -4.620 -0.22 0.16 0.18 -0.364
O -2.025 -3.688 -5.741 -0.12 -0.08 0.00 -0.320
N 0.320 -0.990 1.575 -0.11 0.05 0.00 -0.484
N 1.702 -0.595 -1.238 0.20 0.09 0.27 0.040
C -0.417 -2.130 4.233 -0.04 0.04 -0.02 -0.082
C 4.464 -2.934 1.812 -0.01 0.00 0.01 -0.052
C -0.694 -2.631 -3.114 -0.04 -0.01 0.06 -0.069
C -0.689 3.091 -1.430 -0.02 -0.10 -0.04 -0.462
C 0.420 -1.172 -4.653 0.00 0.17 -0.08 -0.042
C -0.615 -2.494 5.558 -0.01 0.02 0.03 -0.059
C 3.663 -4.310 0.001 -0.04 -0.01 0.01 -0.047
C -0.167 -3.721 6.018 0.01 -0.03 0.02 -0.055
C 2.353 -3.963 0.314 -0.01 -0.02 -0.07 -0.089
C -0.621 -2.030 -4.363 -0.16 -0.14 -0.14 -0.260
C 3.165 -2.585 2.133 -0.08 0.07 0.02 -0.074
C 0.690 -4.246 3.834 0.00 -0.01 0.01 -0.071
C -1.831 2.377 -2.140 0.09 -0.04 0.07 -0.433
C -1.527 2.735 1.319 -0.02 -0.06 0.00 -0.473
C 0.173 -2.245 -2.109 -0.01 0.17 -0.08 -0.103
C 0.481 -4.598 5.157 0.00 0.01 -0.01 -0.051
C -3.100 -0.150 -2.118 0.02 0.01 0.16 -0.456
C -3.837 0.182 -0.822 -0.02 0.07 -0.04 -0.449
C -2.875 2.065 1.077 0.00 0.00 0.03 -0.463
C 4.710 -3.793 0.745 0.02 -0.03 -0.01 -0.049
C 2.119 -3.095 1.370 -0.14 0.02 0.04 -0.428
C 1.306 -0.773 -3.654 -0.14 -0.03 0.09 -0.046
C 0.242 -3.008 3.392 0.07 -0.06 -0.04 -0.395
C 1.128 -1.253 -2.370 -0.14 -0.12 -0.05 -0.390
H 0.464 -0.746 -5.646 0.06 0.00 -0.03 0.121
H -2.895 -1.215 -2.210 0.00 -0.05 -0.10 0.068
H -3.711 0.101 -2.985 0.04 -0.04 -0.05 0.102
H -2.769 2.508 -1.610 -0.02 -0.03 -0.02 0.061
H -0.778 -1.183 3.858 -0.01 0.01 -0.01 0.097
H 5.287 -2.548 2.396 0.01 0.02 0.02 0.116
H -3.466 2.175 1.986 -0.01 -0.03 -0.01 0.089
H 0.827 -5.556 5.516 0.01 -0.02 0.00 0.117
H 1.201 -4.925 3.164 0.01 -0.01 -0.02 0.118
H 2.184 -1.237 -0.614 -0.08 0.03 0.09 0.076
H -1.486 -3.346 -2.928 0.02 -0.07 0.02 0.130
H -4.381 1.123 -0.894 0.02 0.00 0.02 0.079
H 2.962 -1.934 2.973 0.01 0.03 0.03 0.120
H -0.325 -4.000 7.050 0.00 0.00 0.02 0.115
H 0.952 -0.532 2.224 0.04 0.07 -0.06 0.019
H 3.857 -4.986 -0.820 0.00 -0.01 -0.01 0.120
H 0.220 3.039 -2.033 0.01 0.00 0.02 0.087
H -1.657 3.818 1.372 -0.01 0.00 -0.04 0.098
H 5.728 -4.065 0.502 0.01 0.00 -0.01 0.117
H -0.909 4.148 -1.278 -0.05 -0.01 0.04 0.100
H -4.583 -0.591 -0.642 0.02 -0.01 0.00 0.092
H -1.124 -1.815 6.228 -0.01 0.02 0.02 0.113
H 1.530 -4.370 -0.260 -0.01 0.02 -0.01 0.111
H -1.953 2.800 -3.137 0.02 -0.04 -0.01 0.104
H -1.114 2.422 2.279 0.03 -0.02 -0.01 0.083
H 2.354 0.137 -1.496 -0.02 -0.02 -0.09 0.104
H -3.424 2.562 0.282 0.00 -0.02 -0.01 0.067
H 0.070 -2.663 -1.114 0.04 -0.03 0.07 0.062
H 2.065 -0.028 -3.860 0.05 0.03 0.01 0.116
```
Forces are in eV/Å.

=====

# 3
C24H29N3O5 | ωB97M-V/def2-TZVPD

Calculated values
Orbital gap = 8.575 eV
SMILES = CCNC(=O)C[C@@H]1C(=O)N(c2ccc(C)cc2)C(=O)N1CCc1ccc(OC)c(OC)c1
Total charge = 0

Structure (XYZ):
```
61
Properties=species:S:1:pos:R:3:forces:R:3:lowdin_charge:R:1
O -3.731 -0.667 0.071 0.30 -0.37 -0.22 -0.068
O -2.460 -1.643 -1.965 -0.14 0.06 0.42 -0.071
O 0.574 -0.099 2.171 -0.11 0.04 0.22 0.117
O 1.078 0.490 -2.332 0.03 0.01 -0.14 0.098
O 4.748 0.177 0.679 0.20 -0.11 0.41 0.069
N 3.710 1.546 -0.789 -0.14 0.41 -0.16 0.068
N 0.536 0.461 -0.089 -0.20 0.11 0.13 0.156
N 1.822 -1.225 0.611 0.28 -0.01 -0.13 0.003
C 0.939 -0.292 1.042 0.09 0.17 0.18 -0.442
C -3.858 4.093 0.149 0.07 0.06 -0.03 -0.051
C -0.315 -2.937 0.756 -0.15 -0.23 0.22 -0.241
C -2.697 3.148 0.082 0.00 -0.04 -0.02 -0.289
C -0.700 2.211 1.068 0.09 0.00 0.01 -0.009
C -1.749 -2.030 -3.114 0.14 -0.09 -0.19 -0.077
C -0.530 1.396 -0.043 -0.22 0.27 -0.02 -0.170
C 1.048 -3.544 0.958 0.03 0.21 0.05 -0.106
C 2.752 3.262 0.688 0.24 -0.07 -0.14 -0.074
C 1.166 0.032 -1.215 0.19 -0.31 -0.08 -0.393
C -0.793 -2.690 -0.531 -0.13 0.04 -0.17 0.017
C -1.054 -2.489 1.834 0.08 -0.25 -0.23 -0.046
C 3.982 2.772 -0.070 -0.02 0.14 0.23 -0.219
C -2.650 -1.440 0.367 -0.11 0.07 -0.16 -0.204
C -2.503 2.336 -1.028 0.03 0.07 0.14 -0.028
C -1.434 1.464 -1.096 0.14 -0.07 0.02 0.005
C 2.040 -2.432 1.372 0.00 -0.18 0.11 -0.101
C -1.780 3.074 1.123 -0.02 -0.04 -0.09 -0.037
C -4.370 0.005 1.128 -0.09 0.11 0.21 -0.078
C -2.210 -1.747 1.642 -0.22 0.11 -0.12 0.004
C -1.944 -1.953 -0.743 -0.16 0.17 -0.06 -0.198
C 4.067 0.337 -0.311 -0.04 -0.43 -0.57 -0.501
C 3.544 -0.835 -1.139 -0.09 0.07 0.22 -0.018
C 2.072 -1.122 -0.799 0.22 -0.07 -0.23 -0.167
H 3.075 -2.756 1.245 -0.01 0.04 0.11 0.128
H -5.125 0.634 0.660 0.02 -0.01 0.07 0.095
H -0.247 -3.082 -1.377 0.04 -0.01 -0.11 0.108
H 3.088 1.608 -1.581 0.05 -0.16 -0.04 0.128
H 3.617 -0.617 -2.205 -0.01 -0.07 -0.03 0.127
H 2.456 2.523 1.428 -0.07 -0.08 0.10 0.069
H -4.858 -0.694 1.815 0.03 0.03 -0.02 0.096
H 1.765 -2.031 -1.332 -0.09 0.15 0.01 0.153
H -3.568 5.067 -0.248 -0.07 0.09 -0.01 0.083
H -4.692 3.724 -0.443 -0.10 0.02 -0.02 0.075
H -2.336 -1.669 -3.957 0.07 -0.05 0.02 0.098
H 4.791 2.551 0.629 -0.03 0.10 -0.15 0.115
H -1.310 0.836 -1.962 0.01 -0.09 -0.05 0.109
H -0.011 2.155 1.892 0.06 -0.01 0.04 0.106
H -1.652 -3.119 -3.186 0.00 0.04 0.02 0.097
H -3.205 2.371 -1.847 -0.10 -0.01 -0.09 0.119
H 1.878 -2.160 2.416 0.11 -0.07 -0.07 0.130
H 1.920 3.429 0.006 -0.11 0.03 -0.02 0.070
H 1.028 -4.297 1.746 0.06 -0.09 -0.04 0.118
H -0.753 -1.572 -3.149 -0.02 -0.02 0.03 0.087
H -0.713 -2.681 2.839 0.08 0.02 0.14 0.123
H 1.387 -4.024 0.038 -0.01 -0.08 0.01 0.109
H -1.910 3.698 1.995 -0.02 0.06 0.10 0.114
H -2.743 -1.386 2.506 -0.10 0.09 0.06 0.112
H 4.150 -1.711 -0.903 0.00 0.08 -0.02 0.124
H 4.318 3.529 -0.784 0.05 -0.06 0.09 0.116
H 2.977 4.195 1.199 -0.03 0.13 0.09 0.073
H -3.666 0.634 1.683 -0.01 -0.02 -0.02 0.093
H -4.185 4.235 1.176 -0.07 0.04 0.05 0.076
```
Forces are in eV/Å.

=====

# 4
C24H29N4PPtSe2Si | ωB97M-V/def2-TZVPD

Calculated values
Orbital gap = 7.000 eV
Total charge = 0

Structure (XYZ):
```
62
Properties=species:S:1:pos:R:3:forces:R:3:lowdin_charge:R:1
Pt -0.951 0.153 -0.353 -0.24 0.69 -0.11 0.725
Se 1.402 1.008 -1.499 -0.09 -0.12 0.22 0.301
Se 0.635 -0.907 1.543 0.41 0.06 0.08 0.324
P 2.151 -0.189 0.163 0.22 -0.26 0.05 0.191
Si -4.432 -0.319 0.074 0.17 0.01 -0.14 0.366
N -0.727 -1.457 -2.770 -0.03 -0.01 -0.18 0.009
N -0.729 -1.536 -1.437 -0.52 -0.27 0.08 -0.223
N -3.052 0.623 -0.399 0.30 -0.23 -0.27 -0.153
N -1.477 1.930 0.435 0.02 0.04 -0.04 -0.063
C 5.159 2.447 1.020 -0.01 -0.04 -0.02 -0.078
C 4.420 -3.721 -1.749 0.00 0.02 0.00 -0.087
C 3.431 0.810 2.451 0.09 -0.05 0.00 -0.114
C 3.396 0.803 1.062 -0.06 0.14 -0.03 -0.400
C -3.886 -2.098 0.034 -0.06 -0.07 -0.04 -0.180
C 4.024 -1.358 -1.545 -0.01 -0.03 0.02 -0.107
C 0.480 2.986 1.448 -0.04 0.04 -0.05 -0.046
C 2.812 -2.904 -0.156 0.08 0.00 0.02 -0.117
C 4.694 -2.414 -2.139 -0.01 0.02 0.03 -0.080
C -5.858 -0.045 -1.099 -0.09 0.00 -0.03 -0.177
C 3.480 -3.963 -0.761 0.00 0.03 0.02 -0.081
C 3.084 -1.597 -0.541 -0.10 -0.02 -0.11 -0.388
C -4.936 0.158 1.808 -0.01 0.05 0.09 -0.166
C -0.820 -2.671 -3.333 0.01 -0.09 0.01 -0.076
C 4.331 1.630 3.122 0.00 -0.03 -0.02 -0.078
C 5.194 2.448 2.409 -0.01 -0.01 -0.01 -0.085
C -3.054 4.136 0.680 0.13 0.04 0.05 -0.066
C -3.607 2.985 0.174 -0.04 -0.11 0.03 -0.028
C -1.715 4.172 1.083 -0.12 0.02 0.00 -0.047
C -0.934 3.040 0.956 0.09 -0.11 0.05 -0.305
C -0.899 -3.586 -2.306 0.05 0.02 0.06 -0.045
C -0.840 -2.820 -1.133 0.18 -0.13 -0.12 -0.166
C 4.260 1.634 0.349 0.01 0.00 0.03 -0.114
C -2.781 1.855 0.061 -0.23 0.26 0.19 -0.478
H -3.642 -2.404 -0.987 0.02 -0.02 0.03 0.025
H -4.649 -2.780 0.420 -0.01 0.04 -0.01 0.035
H -6.723 -0.662 -0.837 0.02 0.02 -0.01 0.029
H 0.899 2.000 1.285 -0.02 0.04 0.05 -0.023
H -0.612 -0.551 -3.199 0.04 -0.03 0.07 0.122
H 4.939 -4.546 -2.221 -0.01 0.00 0.00 0.102
H -0.977 -4.655 -2.384 0.00 0.02 -0.02 0.100
H -5.724 -0.490 2.199 0.01 0.01 -0.03 0.031
H -2.988 -2.200 0.646 -0.01 -0.05 0.01 0.012
H -5.562 -0.289 -2.123 -0.02 0.01 0.01 0.027
H -6.176 1.000 -1.081 -0.02 -0.02 -0.03 0.020
H 5.423 -2.219 -2.915 0.00 -0.01 0.01 0.103
H 0.503 3.198 2.518 0.00 0.02 -0.01 0.094
H 4.345 1.636 4.204 0.01 -0.01 -0.01 0.104
H -4.638 2.927 -0.150 0.01 0.04 -0.01 0.105
H -3.659 5.030 0.772 -0.01 -0.01 0.00 0.107
H -4.072 0.085 2.473 -0.04 0.00 0.01 0.036
H 5.887 3.094 2.932 -0.01 0.00 0.00 0.102
H -0.817 -2.798 -4.402 0.03 0.03 0.02 0.121
H -5.299 1.188 1.847 0.00 -0.02 0.03 0.024
H 4.208 1.669 -0.733 -0.02 0.03 0.02 0.071
H 3.259 -4.979 -0.459 0.00 0.01 0.00 0.103
H -0.860 -3.128 -0.103 -0.01 0.04 0.00 0.094
H 1.106 3.721 0.940 -0.01 0.00 -0.02 0.092
H 5.822 3.094 0.458 0.00 -0.01 0.01 0.104
H 4.213 -0.346 -1.879 0.00 -0.02 -0.01 0.082
H 2.076 -3.086 0.615 -0.01 0.00 -0.01 0.048
H -1.282 5.069 1.503 -0.01 0.00 0.01 0.109
H 2.745 0.183 3.006 -0.02 0.02 0.00 0.055
```
Forces are in eV/Å.

=====

Electronic energy across the listed records, respectively: -2261.993043, -3377.123873, -1472.483667, -6704.111272 Ha.
Energy above the lowest of the compared OMol25 structures with the same formula, charge and spin across the listed records, respectively: 26.7, 23.5, 8.4, 20.4 kcal/mol.